# 1
The following is a DFT calculation (ωB97M-V/def2-TZVPD) of a cluster of 2 separate species, CH7NS in total.

```
! RIJCOSX wB97M-V def2-TZVPD def2/J DEFGRID3
* xyz 0 1
S 2.308 0.768 -0.209
H 2.204 1.795 -1.083
C -1.345 -0.113 0.265
N -0.659 -1.376 0.108
H -1.683 0.380 -0.653
H -2.230 -0.254 0.886
H -0.683 0.558 0.806
H 2.999 1.637 0.513
H -1.179 -2.077 -0.381
H 0.267 -1.319 -0.251
*
```

The orbital gap is 9.7 eV. For the HOMO energy, the calculation gives -8.886 eV. As for the strongest force on any atom: 0.788 eV/A. As for the molecular weight: 65.1 g mol⁻¹. Its SMILES is CN.S. The calculation puts the electronic energy at -13475.3637 eV.

# 2
The following is a DFT calculation (ωB97M-V/def2-TZVPD) of a structure of composition C19H35BNO2PSn in a non-equilibrium geometry.

```
! RIJCOSX wB97M-V def2-TZVPD def2/J DEFGRID3
* xyz 2 1
C -2.328 0.628 -4.406
C -2.062 -0.540 -3.652
C -1.399 -0.479 -2.422
C -1.082 0.805 -1.879
C -1.086 1.948 -2.755
C -1.819 1.885 -3.963
C -1.209 -1.855 -1.788
C 0.150 -2.709 -1.964
N 1.478 -2.143 -2.057
Sn -0.640 1.013 0.265
C -0.258 3.166 -2.325
P 1.421 2.685 -1.484
H -2.348 -1.530 -4.058
H -1.952 2.762 -4.640
H -2.890 0.509 -5.314
H -0.770 3.744 -1.530
H -0.167 3.900 -3.143
H -1.470 -1.913 -0.704
H -1.962 -2.477 -2.338
H 0.198 -3.374 -1.085
C 1.838 4.370 -0.797
C 2.470 2.499 -2.976
H -0.036 -3.412 -2.847
C 1.867 -1.331 -3.177
C 2.407 -2.317 -0.925
H 0.545 2.298 1.393
H 2.424 -1.894 -3.992
H 0.955 -0.893 -3.644
H 2.528 -0.506 -2.856
H 3.076 -3.266 -1.007
H 3.088 -1.459 -0.833
H 1.846 -2.451 0.031
H 2.479 3.487 -3.442
H 3.514 2.186 -2.812
H 1.983 1.761 -3.612
H 1.764 5.103 -1.623
H 1.072 4.585 -0.047
H 2.839 4.465 -0.274
H 1.027 1.641 0.892
C -2.620 -1.833 4.035
C -1.600 -0.735 3.746
C -1.832 0.465 4.643
O -1.962 -0.284 2.437
B -0.857 -0.652 1.713
O 0.049 -1.579 2.215
C -0.096 -1.251 3.604
C 0.965 -0.208 3.959
C 0.213 -2.506 4.407
H -3.629 -1.426 3.856
H -2.602 -2.144 5.089
H -2.474 -2.724 3.405
H -2.881 0.771 4.527
H -1.668 0.213 5.699
H -1.202 1.316 4.359
H 0.850 0.065 5.020
H 1.974 -0.676 3.861
H 0.932 0.692 3.337
H -0.457 -3.331 4.193
H 1.255 -2.821 4.216
H 0.153 -2.243 5.471
*
```

The orbital gap (alpha / beta) is 6.6 / 5.0 eV. For the HOMO energy (alpha / beta), the calculation gives -14.415 / -14.085 eV. As for the strongest force on any atom: 3.207 eV/A. As for the molecular weight: 470.0 g mol⁻¹. The calculation puts the electronic energy at -41633.1687 eV.

# 3
The following is a DFT calculation (ωB97M-V/def2-TZVPD) of the molecule C4H5ClN2O in a non-equilibrium geometry.

```
! RIJCOSX wB97M-V def2-TZVPD def2/J DEFGRID3
* xyz 0 1
C -0.653 -0.934 2.206
C -0.068 0.395 -0.651
C 0.047 -1.659 0.832
C 0.846 -0.536 0.145
N -1.155 -0.436 3.094
N -1.133 -2.255 0.194
O -1.591 -1.674 -0.806
Cl 1.816 0.389 1.384
H -1.057 0.649 -0.091
H -0.224 0.112 -1.791
H 0.390 1.369 -0.796
H 0.661 -2.348 1.264
H 1.581 -0.842 -0.608
*
```

The orbital gap is 8.8 eV. For the HOMO energy, the calculation gives -10.241 eV. As for the strongest force on any atom: 5.696 eV/A. As for the molecular weight: 132.6 g mol⁻¹. Its SMILES is C[C@@H](Cl)[C@@H](C#N)N=O. The calculation puts the electronic energy at -21774.7102 eV.